Entry P
9
Properties=species:S:1:pos:R:3:nbo_charge:R:1 method="wB97M-V/def2-TZVPD" orbital_gap_ha="0.28278 / 0.28288"
C -2.27863 0.54227 -0.40944 -0.2570
C -1.37419 -0.11367 0.10294 -0.0088
C -0.14643 -0.87481 0.36037 -0.6975
H -3.21566 1.03418 -0.57063 0.2385
H 0.75459 -0.21006 0.12679 0.2223
H -0.17151 -1.88729 -0.25332 0.2483
H -0.07403 -1.13824 1.43919 0.2378
O 3.70119 1.55184 -0.94186 -0.6646
S 2.80469 1.09580 0.14595 0.6809

Entry Q
9
Properties=species:S:1:pos:R:3:nbo_charge:R:1 method="wB97M-V/def2-TZVPD" orbital_gap_ha=0.34785
C -0.96395 -1.47582 -0.18899 -0.2793
C -0.70118 -0.14200 0.00088 -0.3431
C 0.48673 0.57470 0.47218 0.5173
O 1.21754 0.28519 1.37373 -0.4919
S 1.32437 1.93543 -0.67457 -0.2319
H -0.29542 -2.33584 -0.34085 0.2208
H -2.10876 -1.76166 -0.30310 0.2147
H -1.51094 0.51305 0.07985 0.2249
H 2.55162 2.40695 -0.41914 0.1684

Bottom line: entry Q, by a margin of 1.804 eV.

Entry P
9
Properties=species:S:1:pos:R:3:nbo_charge:R:1 method="wB97M-V/def2-TZVPD" orbital_gap_ha=0.30720
O 0.98681 1.16594 1.05127 -0.5070
C 0.98992 0.75468 -0.07841 0.4417
C 0.22398 -0.47048 -0.45072 -0.5949
C -1.07423 -0.35987 0.41866 -0.2837
S -2.55156 -0.92637 0.58075 0.1123
H 1.34272 1.36333 -0.94862 0.1214
H -0.06357 -0.53133 -1.47395 0.2390
H 0.98007 -1.31159 -0.31170 0.2725
H -0.83413 0.31570 1.21272 0.1988

Entry Q
9
Properties=species:S:1:pos:R:3:nbo_charge:R:1 method="wB97M-V/def2-TZVPD" orbital_gap_ha=0.36563
C 0.62368 0.09277 -0.30689 0.5370
C 0.09779 0.32484 1.08181 -0.5968
C -0.55647 -0.31462 -0.94872 -0.5941
H 0.26094 1.29618 1.19621 0.2403
H 0.47013 -0.48409 1.68940 0.2457
H -0.17864 -1.42057 -0.91134 0.2789
H -0.97407 0.16822 -1.94878 0.2783
O 1.87812 0.33557 -0.46040 -0.5422
S -1.62149 0.00168 0.60870 0.1530

Bottom line: entry P, by a margin of 0.617 eV.

Entry P
9
Properties=species:S:1:pos:R:3:nbo_charge:R:1 method="wB97M-V/def2-TZVPD" orbital_gap_ha=0.33642
C -1.63214 -0.09004 0.02409 -0.2650
C -0.34032 -0.71358 -0.15008 -0.3507
C 0.78784 0.23822 -0.22448 0.3558
O 0.76443 1.41479 -0.20334 -0.5466
S 2.39918 -0.35131 -0.05891 -0.0439
H -2.49227 -0.70778 -0.23189 0.1887
H -2.03464 1.05785 0.45222 0.2437
H -0.30661 -1.76186 -0.18730 0.2340
H 2.85453 0.91370 0.57968 0.1840

Entry Q
9
Properties=species:S:1:pos:R:3:nbo_charge:R:1 method="wB97M-V/def2-TZVPD" orbital_gap_ha=0.31115
C 1.05516 -1.04383 -0.17571 -0.3612
C 0.40016 0.10539 0.34122 -0.3516
C -1.07868 0.24291 -0.09706 0.1984
O -1.32338 1.46493 -0.13333 -0.6063
S -2.22845 -0.90032 0.09420 -0.0995
H 0.45198 -1.97865 -0.74640 0.2823
H 2.23185 -0.93404 0.17133 0.2255
H 0.80497 1.10640 0.90211 0.2304
H -0.31361 1.93722 -0.35636 0.4820

Entry R
9
Properties=species:S:1:pos:R:3:nbo_charge:R:1 method="wB97M-V/def2-TZVPD" orbital_gap_ha=0.36629
O 1.68326 0.21526 1.65947 -0.4934
C 1.17142 0.17609 0.58452 0.4155
C -0.24569 0.35430 0.46921 -0.4373
C -0.72900 -0.51270 -0.64618 -0.4824
S -0.97428 1.24337 -0.91244 0.1574
H 1.63174 0.13900 -0.46324 0.1143
H -0.93174 0.39353 1.40144 0.2618
H 0.05816 -1.04576 -1.35980 0.2267
H -1.66387 -0.96309 -0.73299 0.2373

Entry S
9
Properties=species:S:1:pos:R:3:nbo_charge:R:1 method="wB97M-V/def2-TZVPD" orbital_gap_ha="0.28105 / 0.28418"
C -0.09313 -2.16531 -0.14477 0.1235
C -0.07487 0.05112 -0.04052 -0.4084
C 1.09716 0.90197 -0.05145 -0.6877
O -2.63780 -0.25508 -0.16283 -0.9286
S -1.53109 0.64788 0.02544 1.1648
H -0.91454 -2.51386 0.48300 0.0458
H 0.82372 1.92144 -0.07100 0.2280
H 1.75454 0.64902 -0.86168 0.2384
H 1.57601 0.76282 0.82382 0.2244

Bottom line: entry R, by a margin of 0.959 eV.

Entry P
21
Properties=species:S:1:pos:R:3:nbo_charge:R:1 method="wB97M-V/def2-TZVPD" orbital_gap_ha=0.36487
O -1.25290 -2.24314 0.27382 -0.8825
H -1.57344 -2.43614 1.15486 0.4928
H -0.31259 -2.10343 0.38580 0.5084
O 2.19598 -0.51839 0.27960 -1.0083
H 2.30374 -0.91985 1.14184 0.4570
H 1.25636 -0.35002 0.20902 0.4589
O 1.31690 2.04614 0.96696 -0.9891
H 1.86144 2.83332 0.97539 0.4462
H 1.36622 1.72987 0.06487 0.4430
O 0.13546 -0.06795 -0.29342 -0.9608
H -0.81016 -0.07868 -0.44144 0.5251
H 0.47839 0.51097 -0.97421 0.4884
O 1.83600 1.40055 -1.01010 -0.8926
H 2.75014 1.19287 -0.81658 0.5360
H 1.65032 0.93139 -1.82352 0.4814
O -1.95713 1.00408 0.63879 -0.9270
H -2.54765 0.28624 0.86731 0.4635
H -1.08385 0.67195 0.84688 0.4690
O -2.46673 -0.97392 -1.02363 -1.0055
H -3.27485 -1.48606 -0.99386 0.4599
H -1.87165 -1.42978 -0.42839 0.4365

Entry Q
21
Properties=species:S:1:pos:R:3:nbo_charge:R:1 method="wB97M-V/def2-TZVPD" orbital_gap_ha=0.39578
O 0.35520 0.29205 -0.49244 -0.9511
H 0.32062 0.85804 -1.28919 0.4695
H -0.18147 -0.55902 -0.68154 0.4825
O -2.66133 0.06284 1.30334 -0.9284
H -1.74714 -0.22076 1.06493 0.4657
H -2.59963 -0.09380 2.21786 0.4619
O -4.50196 -1.66615 -0.07014 -0.9412
H -4.84312 -0.75257 0.18361 0.4805
H -3.88187 -1.53872 -0.74438 0.4606
O 3.07566 -1.25878 -0.84812 -0.9424
H 3.24089 -1.05488 0.06476 0.4687
H 3.39955 -0.43865 -1.37134 0.4736
O 1.28398 -3.66988 -0.05620 -0.9152
H 0.80429 -4.11158 0.69719 0.4570
H 1.93355 -3.26127 0.43585 0.4581
O -2.48567 3.25293 -0.81436 -0.9081
H -2.00718 4.06188 -0.96352 0.4570
H -1.87787 2.66649 -1.08758 0.4510
O 3.84303 2.26492 0.97923 -0.9267
H 3.82623 2.81807 0.19317 0.4648
H 4.70426 2.34885 1.27885 0.4622

Bottom line: entry Q, by a margin of 2.967 eV.

Entry P
21
Properties=species:S:1:pos:R:3:nbo_charge:R:1 method="wB97M-V/def2-TZVPD" orbital_gap_ha=0.37083
O -42.07050 -7.07309 30.37083 -0.9967
H -41.69743 -7.68732 29.75290 0.4970
H -42.93566 -6.81084 29.86217 0.4975
O -44.86384 -6.40616 29.69569 -0.9694
H -44.99880 -6.03401 30.54141 0.4961
H -45.21176 -7.32354 29.58059 0.4916
O -43.75179 -8.09216 26.91139 -0.9084
H -44.15237 -7.46912 27.53167 0.4556
H -44.48684 -7.98990 26.41765 0.4533
O -40.51491 -8.85626 28.70546 -0.9657
H -40.73243 -9.79957 28.56044 0.4980
H -40.09311 -8.51642 27.92942 0.4979
O -38.53075 -8.22326 30.49126 -0.9373
H -38.67050 -9.06783 30.93228 0.4487
H -39.18206 -8.45013 29.83407 0.4683
O -42.28931 -7.43936 33.44094 -0.9528
H -42.04050 -7.63897 32.53395 0.4895
H -42.99668 -6.81924 33.40687 0.4609
O -40.51821 -4.86454 30.85286 -0.9745
H -40.19685 -5.15648 31.71264 0.4637
H -41.12981 -5.58881 30.60868 0.4864

Entry Q
21
Properties=species:S:1:pos:R:3:nbo_charge:R:1 method="wB97M-V/def2-TZVPD" orbital_gap_ha=0.38655
O -0.32044 16.01410 -19.62396 -0.9696
H -0.97175 16.06714 -18.89274 0.4828
H -0.81575 15.62666 -20.31684 0.4669
O -5.37316 15.52711 -17.59938 -0.9698
H -4.96955 16.36109 -17.75419 0.4883
H -6.27421 15.73709 -17.42415 0.4653
O -1.42247 16.02231 -17.15082 -0.9597
H -1.65284 15.24355 -16.65139 0.4985
H -0.58261 16.28227 -16.85674 0.4854
O -2.98462 14.47220 -19.01615 -0.9425
H -3.54172 13.97163 -18.41198 0.4693
H -2.99964 15.33645 -18.64637 0.4698
O -3.56679 17.36766 -18.45710 -0.9688
H -3.12545 17.12407 -17.65638 0.4996
H -3.67407 18.27269 -18.52504 0.4859
O -4.31782 19.52823 -15.93969 -0.9288
H -3.68958 20.24209 -15.95804 0.4651
H -4.85016 19.83691 -15.24553 0.4644
O -3.60326 15.32640 -15.32806 -0.9611
H -3.58221 14.36904 -15.32912 0.4709
H -4.45845 15.62601 -15.53450 0.4883

Bottom line: entry Q, by a margin of 0.405 eV.

Entry P
21
Properties=species:S:1:pos:R:3:nbo_charge:R:1 method="wB97M-V/def2-TZVPD" orbital_gap_ha=0.40014
O -1.13707 -0.63489 -0.71211 -0.9511
H -1.80048 -0.08211 -1.14024 0.4764
H -1.11522 -0.31388 0.19644 0.4740
O 0.28262 1.01579 2.15429 -0.9189
H 0.33697 0.13019 2.53080 0.4610
H 1.02467 1.05560 1.54049 0.4527
O 1.48820 -1.31522 -3.46171 -0.9389
H 1.06085 -0.45801 -3.56922 0.4734
H 2.10470 -1.18019 -2.73324 0.4657
O 2.47371 1.10946 -0.23231 -0.9279
H 2.30974 0.36581 0.35852 0.4728
H 3.07943 1.67285 0.26234 0.4820
O 0.56262 3.09948 -0.09712 -0.9515
H 1.16346 2.35234 -0.19587 0.4733
H 1.11048 3.79138 0.29033 0.4570
O -4.00115 0.92724 2.99877 -0.9321
H -4.08911 0.75099 3.94226 0.4666
H -3.74367 0.07720 2.62442 0.4656
O -0.70339 -4.22939 -1.40243 -0.9404
H -0.26004 -4.67079 -2.13564 0.4665
H -0.14732 -3.46386 -1.21878 0.4738

Entry Q
21
Properties=species:S:1:pos:R:3:nbo_charge:R:1 method="wB97M-V/def2-TZVPD" orbital_gap_ha=0.38451
O -1.68839 -0.97587 1.97592 -0.9606
H -2.09381 -0.95303 2.85137 0.4981
H -0.79995 -0.60793 2.10520 0.4975
O 1.23862 1.64021 1.76980 -0.9678
H 2.18219 1.80460 1.67926 0.4646
H 0.94674 1.35574 0.88645 0.4914
O -0.17609 2.57397 -2.01890 -0.9557
H 0.43277 2.48465 -2.75746 0.4557
H -0.12682 1.71941 -1.55702 0.4904
O -2.48774 1.38962 0.57304 -0.9449
H -1.98446 0.75404 1.10513 0.4688
H -2.87415 1.99726 1.21128 0.4642
O 0.63376 0.22036 -0.66904 -0.9794
H 1.52272 -0.11418 -0.50103 0.4848
H 0.08305 -0.57587 -0.72582 0.5113
O 2.94674 -1.96182 -2.03189 -0.9391
H 3.47237 -2.01348 -1.22614 0.4654
H 3.56576 -1.65508 -2.70338 0.4747
O -1.67285 -2.25286 -0.36287 -0.9761
H -1.27009 -3.07726 -0.07362 0.4633
H -1.85036 -1.75246 0.46973 0.4934

Entry R
21
Properties=species:S:1:pos:R:3:nbo_charge:R:1 method="wB97M-V/def2-TZVPD" orbital_gap_ha=0.38790
O 0.20290 -2.55161 -2.65826 -0.9536
H -0.12661 -3.19484 -2.03664 0.4574
H -0.43271 -1.72135 -2.39973 0.4902
O 0.46476 0.64031 1.59923 -0.9202
H 0.94242 0.73707 2.43335 0.4863
H 0.12498 -0.12209 1.85394 0.4735
O 3.07813 0.45586 0.89985 -0.9662
H 3.05466 1.17275 1.45685 0.4610
H 2.22377 -0.05210 0.77827 0.4914
O -1.55083 2.16958 1.01264 -0.9874
H -2.12267 2.63631 1.73541 0.4852
H -0.87928 1.63314 1.41060 0.4892
O -0.05734 0.22681 -1.54997 -0.9828
H 0.16674 0.58298 -0.73460 0.4561
H -1.00467 0.56840 -1.57809 0.5007
O -2.62937 1.01583 -1.15347 -0.9463
H -2.43836 1.16066 -0.23242 0.4928
H -3.35076 0.44408 -1.02311 0.4663
O 1.25751 -2.02692 0.38276 -0.9512
H 1.96993 -2.48619 -0.04477 0.4851
H 1.10680 -1.28871 -0.15187 0.4722

Entry S
21
Properties=species:S:1:pos:R:3:nbo_charge:R:1 method="wB97M-V/def2-TZVPD" orbital_gap_ha=0.41990
O -1.65158 1.31522 -0.41346 -0.9720
H -0.63787 1.59092 -0.45982 0.4712
H -1.72996 0.75469 0.35267 0.4982
O 1.13570 0.89363 -1.07039 -0.9975
H 0.68039 1.04880 -1.90885 0.5135
H 1.76404 0.16308 -1.06876 0.5286
O -1.33696 -1.06186 -1.74222 -0.9874
H -2.08296 -1.52788 -1.29608 0.4861
H -1.38651 -0.23519 -1.18380 0.5012
O 1.10716 -1.92172 -0.80130 -1.0249
H 0.86745 -2.39882 -0.00200 0.4880
H 0.27258 -1.61655 -1.36750 0.5264
O 0.98725 -0.67539 1.52574 -0.9749
H 1.22494 0.28625 1.48272 0.5020
H 1.02122 -0.74158 0.56416 0.4755
O 1.25453 2.03974 1.26532 -1.0109
H 1.94565 2.56439 1.67268 0.4935
H 1.26899 1.91001 0.24533 0.5130
O -1.57437 -0.61162 1.20416 -1.0161
H -1.99453 -1.03121 1.93289 0.4871
H -0.58727 -0.59092 1.29357 0.4995

Bottom line: entry Q, by a margin of 0.099 eV.